1) {
  "formula": "C64H144F2NO4P4S2",
  "method": "ωB97M-V with the def2-TZVPD basis set",
  "charge": 3,
  "orbital_gap_ev": 10.17,
  "elements": ["S", "S", "P", "P", "P", "P", "F", "F", "O", "O", "O", "O", "N", "C", "C", "C", "C", "C", "C", "C", "C", "C", "C", "C", "C", "C", "C", "C", "C", "C", "C", "C", "C", "C", "C", "C", "C", "C", "C", "C", "C", "C", "C", "C", "C", "C", "C", "C", "C", "C", "C", "C", "C", "C", "C", "C", "C", "C", "C", "C", "C", "C", "C", "C", "C", "C", "C", "C", "C", "C", "C", "C", "C", "C", "C", "C", "C", "H", "H", "H", "H", "H", "H", "H", "H", "H", "H", "H", "H", "H", "H", "H", "H", "H", "H", "H", "H", "H", "H", "H", "H", "H", "H", "H", "H", "H", "H", "H", "H", "H", "H", "H", "H", "H", "H", "H", "H", "H", "H", "H", "H", "H", "H", "H", "H", "H", "H", "H", "H", "H", "H", "H", "H", "H", "H", "H", "H", "H", "H", "H", "H", "H", "H", "H", "H", "H", "H", "H", "H", "H", "H", "H", "H", "H", "H", "H", "H", "H", "H", "H", "H", "H", "H", "H", "H", "H", "H", "H", "H", "H", "H", "H", "H", "H", "H", "H", "H", "H", "H", "H", "H", "H", "H", "H", "H", "H", "H", "H", "H", "H", "H", "H", "H", "H", "H", "H", "H", "H", "H", "H", "H", "H", "H", "H", "H", "H", "H", "H", "H", "H", "H", "H", "H", "H", "H", "H", "H", "H", "H", "H", "H"],
  "xyz": [[-0.60728, -0.95513, 1.89241], [-0.86736, -1.89394, -0.36657], [-0.96179, -5.88932, 1.52209], [-1.47938, 3.24492, -5.56533], [8.35443, 0.95914, 4.06085], [-5.87528, 1.65819, -0.24627], [-0.42112, -1.51261, 3.40050], [-1.95754, -2.97492, -0.80888], [0.69771, -0.42330, 1.61739], [0.25387, -2.23375, -1.19719], [-1.51829, -0.67567, -0.73602], [-1.71109, -0.03916, 2.05519], [-0.94393, -2.36229, 1.23564], [-3.47793, 6.97101, -8.75849], [-1.08973, 6.18849, -2.58488], [-3.11566, -5.79556, -0.26819], [-2.63210, -5.26214, 1.09319], [12.46846, 0.45370, 4.78907], [-3.79833, 5.64861, -8.10715], [-0.72207, -0.70401, -4.45171], [7.75690, 2.20195, 5.27520], [-1.44847, -5.28082, 4.28732], [-1.98114, -4.34879, 6.63674], [1.84594, -6.96882, -2.93691], [7.43776, 2.59992, 1.86938], [-0.47871, -5.12879, 3.11689], [-1.02749, 3.49731, 0.97644], [-4.86458, -1.00333, 2.89954], [-1.80492, 5.25175, -3.57822], [-4.65784, -0.97286, -4.16302], [-6.02363, 0.59400, 1.21365], [-10.82884, 2.52006, -0.12203], [1.59141, -5.93177, -1.82383], [-5.92872, -0.54617, -1.99889], [0.34931, -6.24972, -0.97937], [-2.24037, 2.04470, -4.42148], [-1.42583, -9.91296, 4.14893], [-5.09898, -1.54496, -2.79925], [3.16917, -0.21191, 3.88819], [-0.29342, 0.51496, -3.62671], [-5.60150, -6.30041, 0.23719], [-0.81259, 4.59963, -4.53386], [13.66190, 1.34680, 5.06400], [0.78421, 3.56365, -7.27173], [8.73808, 3.26150, 5.80362], [-7.47268, 2.32069, -0.76922], [-4.72764, 0.04050, 1.79194], [-0.15964, 2.55479, -6.58335], [0.34103, -5.46741, 0.34663], [-4.79052, 3.06781, 0.13024], [-2.70310, 5.21937, -7.14455], [5.65265, 0.22562, 4.03669], [2.55570, 3.81688, -9.09844], [11.20913, 1.20309, 4.36875], [-3.27922, 2.69606, 0.14277], [-1.12100, -7.67557, 1.67162], [9.98420, 0.25964, 4.52030], [7.87416, 3.34969, 0.60138], [8.65944, 2.01634, 2.59065], [1.63791, 2.86037, -8.33097], [-2.21042, -9.68502, 2.84699], [-4.58474, -5.43340, -0.52098], [-9.92516, 2.08237, -1.29415], [-2.05577, 7.17222, -1.93394], [-6.14004, -0.90069, 3.74552], [-1.40993, 1.48609, -3.25444], [-8.68184, 1.34016, -0.73237], [9.40485, 4.76130, 7.69528], [4.54711, -0.71692, 3.51496], [8.71571, 2.54903, -0.37571], [-5.09203, 0.67751, -1.60449], [-0.99491, -4.45174, 5.47935], [-2.31715, -8.20462, 2.46302], [7.04880, -0.25021, 3.65251], [8.27334, 3.88330, 7.11717], [-2.83565, 3.77413, -6.63389], [-2.42224, 3.90053, 0.50878], [9.30475, 5.80964, 7.41159], [-1.53088, -6.33418, 4.55531], [12.71323, -0.18577, 3.93162], [-0.40475, 4.36409, 1.20570], [-3.31545, -5.67603, 1.84212], [-4.75812, -4.37332, -0.32906], [-6.33133, 0.16710, 3.92355], [-6.83052, -0.29045, -2.56034], [-4.76752, 5.58163, -7.61335], [10.39942, 4.38440, 7.46668], [6.96760, 2.70343, 4.70766], [9.95335, -0.04728, 5.56903], [9.37053, 2.76619, 2.93491], [2.94888, -0.17990, 4.95159], [2.24661, 2.01175, -8.01310], [-2.96251, -6.87501, -0.32426], [-5.15325, 3.54731, 1.04261], [6.82932, 3.22382, 2.52561], [-6.67152, -0.23390, 0.90880], [2.06224, 4.30835, -9.93750], [8.44419, 4.24964, 0.83355], [-0.68765, 1.97361, -7.34661], [-8.78964, 1.00614, 0.29494], [6.91308, 3.57148, 0.13000], [14.64901, 0.89063, 5.00820], [8.37100, 1.51645, -0.49437], [-1.51129, -3.87329, 7.49243], [-3.82204, 4.92174, -8.92980], [-10.50447, 1.42012, -1.93603], [-2.40841, 7.12670, -8.91940], [-1.88769, -9.33635, 4.95454], [4.76605, -1.72065, 3.88825], [10.25319, -0.64217, 3.96581], [-0.03422, 4.15897, -3.90377], [1.40905, -5.01810, -2.39736], [-0.64146, 5.55441, -1.81346], [1.27745, -5.66629, 0.87423], [7.26661, 1.60321, 6.04812], [2.56228, -7.73047, -2.62500], [0.49257, 1.04765, -4.17240], [-6.55406, 1.16715, 1.98080], [-0.54028, -6.04507, -1.57085], [9.10403, 1.28808, 1.90394], [-4.34941, 0.08156, -4.09657], [-2.67131, -4.18617, 1.25698], [13.62182, 1.75447, 6.07937], [-9.62627, 2.91588, -1.92880], [2.97896, 4.62625, -8.49805], [-3.76719, -1.49984, -4.50304], [-3.97878, -1.05760, 3.52876], [2.49839, -5.75653, -1.24665], [-2.64300, 5.97683, -6.35237], [-10.83766, 1.78265, 0.68320], [-10.53035, 3.44853, 0.36883], [0.26808, -4.40296, 0.12706], [-2.06753, 1.06222, -2.49348], [-2.41516, -4.88129, 3.95756], [-2.59124, 5.84842, -4.04294], [-7.04778, -1.35823, 3.36589], [-1.15339, -0.30695, -5.37405], [-2.69021, -7.55604, 3.25693], [-7.63855, 3.25456, -0.23053], [3.42246, 3.28608, -9.49164], [-6.46570, -6.48984, -0.39597], [-5.40222, -0.85909, -4.95426], [-2.59508, 1.21349, -5.03682], [-4.75778, -5.60982, -1.58458], [-4.16165, -1.70406, -2.25596], [0.97200, -7.46578, -3.35786], [4.67681, -0.76005, 2.42963], [-4.08369, 0.81620, 2.20432], [12.38448, -0.19959, 5.66033], [8.71234, 2.92729, -1.39992], [-2.33271, -5.34681, 6.91396], [-1.47945, 8.00998, -1.54109], [13.68686, 2.21852, 4.40246], [2.41589, -0.89327, 3.47199], [-4.01767, 7.23277, -9.66485], [-5.94584, -1.18942, 4.77984], [0.47127, 1.87308, -6.01423], [-1.07756, -8.11323, 0.67110], [-2.54976, -5.37425, -1.10078], [-1.43305, -1.32860, -3.90427], [-2.66532, 6.75148, -1.13077], [-2.91316, 4.44426, 1.32209], [-2.88137, -3.81219, 6.32828], [-5.03704, 3.80466, -0.64459], [-4.23048, -0.37213, 0.90770], [-7.29199, 2.55070, -1.82492], [2.31202, -6.44642, -3.77396], [-0.82485, -3.43832, 5.10411], [-5.19567, -7.28410, 0.49062], [-3.00378, 2.25728, -0.81588], [0.03243, -1.43460, -4.74282], [-3.75767, 3.54527, -6.09392], [-3.12222, 2.55296, -4.02397], [-6.32829, -1.00966, -1.09181], [-2.37314, 4.64393, -0.29059], [-5.90463, -5.87388, 1.19404], [-2.82357, 3.05366, -7.45778], [-3.21290, -10.09273, 2.96575], [7.09421, -0.39753, 2.56752], [-5.49581, -2.52710, -3.05112], [9.77483, 2.56759, -0.11044], [11.15761, 2.07670, 5.02306], [-1.67902, 5.30577, -7.52454], [9.63060, 2.68968, 6.05610], [0.97423, 2.40765, -9.07390], [-1.00469, 2.83925, 1.84477], [2.87901, 0.65504, 3.29045], [5.58681, 0.30549, 5.12370], [9.29533, 4.81003, 8.78119], [-0.92721, 2.29550, -2.69298], [0.20958, 0.22399, -2.70289], [-0.47788, 2.95852, 0.19687], [-4.93986, 1.36166, -2.43821], [-0.44890, -9.42866, 4.05420], [-1.35824, -10.96923, 4.38602], [-0.14703, -7.98555, 2.07604], [-0.37816, 5.38643, -5.15299], [6.78214, 1.77890, 1.56229], [0.43938, -5.64593, 3.43105], [11.31071, 1.58924, 3.35537], [5.44544, 1.20948, 3.60855], [0.25795, 4.36953, -7.78742], [-3.69202, 7.79938, -8.06761], [8.11896, 3.06147, 7.81812], [-3.18700, -8.19849, 1.79256], [8.89323, 4.00827, 5.02615], [-2.28767, 4.48555, -2.96078], [-2.80218, 7.60685, -2.60424], [-3.13228, 1.90821, 0.87845], [-0.26391, 6.75405, -3.02046], [7.30722, -1.22854, 4.06377], [-11.87611, 2.62129, -0.40657], [0.43343, -7.33045, -0.83125], [7.38700, 4.51011, 7.03378], [-8.47514, 0.53461, -1.43325], [-4.15409, 0.29630, -1.19279], [1.34507, 4.04729, -6.46926], [-4.87109, -1.99728, 2.43193], [-0.13798, -4.11283, 2.91039], [-0.07852, -4.87545, 5.90091], [-1.67668, -10.20083, 2.04593]],
  "lowdin_charge": [0.48, 0.51, 1.03, 1.03, 1.05, 1.03, -0.20, -0.20, -0.28, -0.26, -0.29, -0.28, -0.26, -0.11, -0.25, -0.25, -0.25, -0.27, -0.26, -0.08, -0.26, -0.25, -0.10, -0.10, -0.24, -0.26, -0.09, -0.24, -0.25, -0.09, -0.27, -0.10, -0.25, -0.24, -0.24, -0.27, -0.09, -0.22, -0.10, -0.25, -0.09, -0.26, -0.11, -0.24, -0.24, -0.26, -0.25, -0.26, -0.25, -0.25, -0.26, -0.27, -0.10, -0.25, -0.22, -0.27, -0.25, -0.25, -0.28, -0.26, -0.24, -0.25, -0.23, -0.10, -0.10, -0.23, -0.22, -0.10, -0.25, -0.12, -0.25, -0.27, -0.25, -0.26, -0.25, -0.25, -0.25, 0.08, 0.10, 0.12, 0.08, 0.09, 0.10, 0.07, 0.11, 0.12, 0.07, 0.09, 0.10, 0.10, 0.08, 0.11, 0.11, 0.11, 0.11, 0.10, 0.08, 0.12, 0.11, 0.10, 0.11, 0.08, 0.08, 0.08, 0.12, 0.11, 0.08, 0.07, 0.11, 0.11, 0.11, 0.10, 0.10, 0.11, 0.10, 0.07, 0.09, 0.10, 0.10, 0.10, 0.04, 0.07, 0.08, 0.10, 0.08, 0.07, 0.10, 0.11, 0.11, 0.07, 0.07, 0.06, 0.08, 0.11, 0.10, 0.08, 0.06, 0.10, 0.11, 0.08, 0.07, 0.08, 0.08, 0.11, 0.09, 0.08, 0.11, 0.10, 0.12, 0.08, 0.08, 0.08, 0.08, 0.05, 0.08, 0.08, 0.09, 0.10, 0.08, 0.07, 0.06, 0.12, 0.07, 0.10, 0.10, 0.10, 0.07, 0.10, 0.07, 0.09, 0.08, 0.10, 0.08, 0.10, 0.08, 0.07, 0.11, 0.11, 0.10, 0.11, 0.08, 0.09, 0.10, 0.08, 0.11, 0.07, 0.08, 0.11, 0.08, 0.10, 0.10, 0.07, 0.09, 0.07, 0.08, 0.11, 0.11, 0.10, 0.11, 0.11, 0.10, 0.10, 0.08, 0.11, 0.10, 0.12, 0.10, 0.08, 0.08, 0.11, 0.11, 0.08, 0.11, 0.11, 0.09, 0.08, 0.11, 0.10, 0.07, 0.12, 0.11]
}



2) {
  "formula": "C64H144F2NO4P4S2",
  "method": "ωB97M-V with the def2-TZVPD basis set",
  "charge": 3,
  "orbital_gap_ev": 10.95,
  "elements": ["S", "S", "P", "P", "P", "P", "F", "F", "O", "O", "O", "O", "N", "C", "C", "C", "C", "C", "C", "C", "C", "C", "C", "C", "C", "C", "C", "C", "C", "C", "C", "C", "C", "C", "C", "C", "C", "C", "C", "C", "C", "C", "C", "C", "C", "C", "C", "C", "C", "C", "C", "C", "C", "C", "C", "C", "C", "C", "C", "C", "C", "C", "C", "C", "C", "C", "C", "C", "C", "C", "C", "C", "C", "C", "C", "C", "C", "H", "H", "H", "H", "H", "H", "H", "H", "H", "H", "H", "H", "H", "H", "H", "H", "H", "H", "H", "H", "H", "H", "H", "H", "H", "H", "H", "H", "H", "H", "H", "H", "H", "H", "H", "H", "H", "H", "H", "H", "H", "H", "H", "H", "H", "H", "H", "H", "H", "H", "H", "H", "H", "H", "H", "H", "H", "H", "H", "H", "H", "H", "H", "H", "H", "H", "H", "H", "H", "H", "H", "H", "H", "H", "H", "H", "H", "H", "H", "H", "H", "H", "H", "H", "H", "H", "H", "H", "H", "H", "H", "H", "H", "H", "H", "H", "H", "H", "H", "H", "H", "H", "H", "H", "H", "H", "H", "H", "H", "H", "H", "H", "H", "H", "H", "H", "H", "H", "H", "H", "H", "H", "H", "H", "H", "H", "H", "H", "H", "H", "H", "H", "H", "H", "H", "H", "H", "H", "H", "H", "H", "H", "H", "H"],
  "xyz": [[0.52620, 0.98633, 0.42489], [-0.14431, -1.36808, -0.87549], [6.10341, 3.55792, 1.17418], [-2.38626, -1.23157, -5.15154], [-3.96205, 3.21595, 2.92797], [1.12019, -5.20302, 2.42037], [1.40213, 1.35048, -0.83379], [0.96121, -2.45976, -1.39774], [-0.54743, -0.74927, -2.06058], [-0.83342, 1.48377, 0.15303], [-1.15576, -2.18941, -0.31743], [1.36985, 1.49998, 1.45704], [0.66945, -0.60366, 0.28183], [-4.41844, -0.48213, -6.94718], [-6.66395, -0.47497, -8.09579], [-3.28667, 3.92492, 1.41303], [4.28875, 5.49123, 2.08514], [-1.14914, 2.82115, -5.00988], [-5.31994, -1.16699, -7.93870], [-2.21053, 0.43762, -4.53846], [-6.87829, -2.67217, -2.57987], [3.17233, -1.61934, 3.00146], [0.03619, -1.94972, -6.50462], [7.98279, 7.20263, -2.30860], [2.46764, -2.14926, -5.88115], [2.50075, -10.14121, 3.56062], [-4.80637, 4.49506, 3.88047], [6.92929, 5.68193, -0.60050], [4.13818, -1.97554, 4.18994], [-0.18054, 3.47368, -5.95496], [6.33364, 2.27576, -0.08151], [-4.30712, 4.61099, 0.40991], [-3.15019, -1.31499, -6.76719], [6.60352, 3.69953, 3.99346], [2.98038, -8.70850, 3.62726], [0.57890, -5.78426, -1.78588], [-3.91781, 3.05124, -1.60940], [1.29168, -2.73208, -6.63806], [7.35812, 3.10125, 5.17863], [2.55440, -2.84391, 2.30372], [-3.93321, 4.45513, -1.07530], [7.13988, 1.64153, 5.54886], [-3.37113, -2.06358, -3.85193], [1.37479, -3.51170, 3.03687], [-1.48244, 1.39669, -5.50727], [5.28497, 1.16313, 0.14488], [-5.43025, -2.40465, -2.47985], [-2.57188, 2.72609, 3.98302], [1.26720, -5.16876, 0.64117], [-6.53705, 6.07875, 4.54556], [4.36141, 4.12029, 1.42223], [4.32310, -0.92141, -0.86951], [-5.58644, -0.25471, 1.35381], [-5.18754, -1.71570, 1.10460], [-0.44947, 1.47262, 4.18892], [-0.46827, -5.67602, 2.89924], [-4.84600, -1.72386, -3.71735], [0.33304, -6.97059, -2.61550], [0.61832, -6.21768, -0.28595], [5.43837, 0.03908, -0.87877], [8.19224, 6.48119, -0.97776], [-1.61841, -4.80687, 2.35137], [7.12336, 5.01368, 0.72945], [-2.95160, -5.59119, 2.29499], [-1.44627, 2.00763, 3.20230], [-6.12892, 5.11711, 3.48307], [-0.62360, -1.90799, -5.11187], [-0.87417, 0.22254, 4.96981], [-5.07210, 1.87092, 2.57294], [-3.10129, -6.58772, 1.12651], [-4.48838, 0.51529, 2.07481], [2.92162, 5.96670, 2.48059], [1.85740, 6.02554, 1.33716], [2.25340, -6.33175, 3.14031], [1.90743, -7.84910, 2.94825], [-7.74470, 6.77245, 4.10972], [6.66278, 2.88105, 2.70713], [-0.47103, -6.39626, -0.02603], [1.51525, -3.48714, 4.11919], [7.68367, 2.62232, 2.45863], [3.80273, -1.17546, 2.30522], [-0.71371, -2.51063, -7.20865], [-1.70483, 0.41019, 5.61779], [0.48249, -2.93960, 2.79680], [-2.19224, -7.22592, 0.93555], [2.30985, -6.12644, 4.15578], [0.19245, -6.72384, -3.66765], [2.49301, -2.46203, -4.79242], [-0.69836, 2.79412, -3.96502], [8.95943, 7.63230, -2.56497], [3.34289, -0.52362, -0.75891], [-6.07933, 5.60868, 2.48715], [9.00851, 5.76586, -0.99210], [0.98943, 6.51211, 1.68846], [-6.02807, -2.34600, 0.75831], [-3.22860, -5.97185, 0.25784], [-4.42202, -1.81687, 0.34342], [-2.88094, 2.17011, 4.88557], [-2.46482, 4.59369, 1.62030], [1.18023, -7.66383, -2.46021], [7.66756, 1.30738, 6.44042], [2.53225, 5.30837, 3.27955], [-3.45705, 3.02118, -2.62229], [-4.89718, -1.21574, -8.93342], [-4.88088, -3.35846, -2.29083], [-0.57289, 3.30438, -6.95654], [-6.88776, 4.29394, 3.42302], [3.25949, -6.06329, 2.77543], [3.67910, -2.56911, 4.98934], [6.39332, 2.67925, -1.07572], [3.85367, 4.22386, 0.42137], [4.91780, 5.48825, 2.97905], [-4.94192, -0.64206, -3.68272], [8.44581, 3.37215, 4.99693], [-8.09200, 7.49152, 4.90406], [-0.17426, 2.32007, 4.93376], [0.47163, 1.12814, 3.69319], [3.38381, -2.48918, -6.35818], [-0.93500, 2.72390, 2.50161], [6.09717, 1.42952, 5.67004], [5.61126, 0.47569, -1.81162], [-0.27052, -5.05512, -1.90259], [5.57533, 3.83001, 4.37829], [7.36117, 1.93087, 0.13019], [-5.32839, 4.18553, 0.52639], [1.69906, -10.37319, 4.25541], [6.74245, 4.99541, -1.45779], [5.28817, 0.79339, 1.19016], [-5.69174, 1.76125, 3.47535], [-4.37710, 5.65884, 0.73318], [3.88768, -8.68076, 3.11560], [-5.05185, -0.40321, -6.02648], [1.43503, -5.16085, -2.12134], [3.09524, -8.45179, 4.66276], [-5.51482, -2.19474, -7.64579], [-3.40278, 2.35223, -0.97933], [-6.10246, 0.31948, 0.55315], [-0.07916, -0.27662, 5.61522], [-0.46571, -5.67093, 3.98329], [-2.13662, 3.70604, 4.25274], [2.28611, -2.55467, 1.24437], [-1.76355, 1.19160, 2.50356], [-7.09790, -3.38564, -3.37755], [-3.52812, 0.58730, 1.52615], [6.96946, 4.68937, 3.82073], [0.16362, -0.97877, -6.91159], [2.45575, -0.86175, 3.32063], [-2.42525, -1.18218, -7.52576], [-7.47779, -0.96570, -8.65978], [-6.35336, -0.43352, 2.16324], [6.15318, 1.90294, 2.79180], [1.14329, -7.17271, -0.12249], [-5.75379, 6.78990, 4.64254], [-4.70169, 4.93919, -1.68637], [8.46555, 7.28157, -0.33134], [-4.92788, -2.20851, 2.03916], [-6.45962, 0.50824, -8.44238], [-0.56552, -7.52494, -2.33889], [-4.93920, 2.65527, -1.79695], [7.23092, 8.02027, -2.22681], [-7.34742, -1.78215, -2.90926], [4.66907, -1.17537, 4.66038], [1.92220, -10.26728, 2.64929], [-7.67824, 7.38328, 3.23634], [0.92370, -7.95880, 3.48015], [1.58099, 4.98592, 1.07239], [-5.27887, -1.96062, -4.65662], [3.33604, -3.55580, 2.20422], [4.41010, -1.65862, -0.05675], [1.46158, -2.87282, -7.69929], [2.08627, 6.64898, 0.46339], [7.40807, 0.93820, 4.73032], [4.89969, 6.15522, 1.54042], [-3.83333, -4.96375, 2.33288], [2.36867, -5.18866, 0.50424], [-3.99452, 5.25796, 3.92382], [-0.11447, -1.35808, -4.30383], [0.77478, 2.98657, -5.77733], [4.38543, -1.62698, -1.73479], [-1.36532, -4.48392, 1.32634], [-1.70167, -3.87518, 2.89842], [1.02049, -4.15434, 0.41410], [-1.77194, 0.45612, -3.52369], [3.26228, -10.85613, 3.75855], [-3.03441, -6.18167, 3.22364], [4.92675, -2.54122, 3.70352], [7.68916, 6.51603, -3.09513], [6.99315, 3.68478, 6.02328], [-5.21015, -1.68721, -1.65106], [-3.93911, -7.28354, 1.26766], [-2.79896, -1.84621, -2.93206], [-0.58079, -2.95678, -4.69669], [-2.82789, 3.06625, 0.97763], [-0.04030, 4.50677, -5.76423], [-3.32919, -3.15989, -3.95692], [1.16494, -3.74310, -6.23640], [-4.17525, 0.51635, -7.31797], [3.81263, 3.26861, 1.90697], [8.09894, 4.59498, 0.81465], [-0.63404, -6.66591, 2.49769], [4.31797, 1.62253, 0.07535], [-0.53028, 0.96777, -5.65344], [1.73241, -8.23833, 1.92131], [-1.16400, -0.50305, 4.18060], [6.14245, 6.42794, -0.51954], [-7.14718, -0.33778, -7.16516], [-3.30590, -2.37819, -6.92401], [-2.07078, 1.46489, -6.40471], [6.30494, -0.51843, -0.53831], [2.96574, 6.93072, 3.02095], [-8.52483, 6.04561, 3.94226], [-7.42369, -2.94133, -1.62177], [7.09274, 5.80273, 1.44685], [-3.20547, 0.84865, -4.46776], [-4.20364, -0.01676, 2.99039], [2.39309, -1.07037, -5.97667], [-5.64707, 2.35683, 1.82762], [-4.83107, 4.00245, 4.85973], [-6.69820, 5.59242, 5.56544], [-2.01595, 3.47148, -4.86533], [-3.00449, 4.96973, -1.26444]],
  "lowdin_charge": [0.51, 0.48, 1.02, 1.05, 0.98, 0.95, -0.19, -0.21, -0.28, -0.31, -0.29, -0.28, -0.29, -0.24, -0.09, -0.23, -0.27, -0.27, -0.28, -0.27, -0.11, -0.22, -0.28, -0.10, -0.10, -0.10, -0.28, -0.25, -0.07, -0.11, -0.24, -0.20, -0.27, -0.25, -0.25, -0.29, -0.11, -0.29, -0.26, -0.25, -0.26, -0.11, -0.26, -0.22, -0.22, -0.23, -0.28, -0.24, -0.25, -0.31, -0.24, -0.11, -0.25, -0.11, -0.29, -0.29, -0.25, -0.13, -0.20, -0.25, -0.26, -0.22, -0.27, -0.24, -0.28, -0.26, -0.22, -0.10, -0.25, -0.09, -0.23, -0.23, -0.09, -0.26, -0.22, -0.13, -0.28, 0.10, 0.11, 0.11, 0.05, 0.14, 0.05, 0.09, 0.07, 0.08, 0.08, 0.09, 0.13, 0.08, 0.04, 0.12, 0.11, 0.04, 0.08, 0.06, 0.05, 0.11, 0.10, 0.09, 0.08, 0.11, 0.07, 0.12, 0.12, 0.09, 0.13, 0.12, 0.07, 0.09, 0.12, 0.09, 0.11, 0.14, 0.11, 0.15, 0.08, 0.07, 0.11, 0.06, 0.10, 0.12, 0.12, 0.12, 0.11, 0.08, 0.12, 0.11, 0.12, 0.11, 0.10, 0.11, 0.12, 0.11, 0.11, 0.04, 0.12, 0.10, 0.12, 0.11, 0.10, 0.09, 0.09, 0.10, 0.10, 0.09, 0.10, 0.08, 0.10, 0.13, 0.10, 0.11, 0.10, 0.12, 0.10, 0.07, 0.07, 0.08, 0.09, 0.09, 0.06, 0.05, 0.07, 0.07, 0.12, 0.07, 0.09, 0.08, 0.07, 0.12, 0.08, 0.07, 0.08, 0.10, 0.12, 0.12, 0.07, 0.08, 0.10, 0.10, 0.10, 0.05, 0.09, 0.07, 0.11, 0.07, 0.07, 0.11, 0.10, 0.08, 0.09, 0.12, 0.05, 0.07, 0.11, 0.11, 0.12, 0.11, 0.09, 0.09, 0.09, 0.08, 0.11, 0.07, 0.11, 0.05, 0.11, 0.10, 0.12, 0.12, 0.08, 0.10, 0.10, 0.09, 0.12, 0.07, 0.07, 0.11, 0.15, 0.10, 0.11]
}



Of them, 1) has the highest stability.